Entry from OMol25: C12H22AlBe2Br2ClF5IN2O9S as an isolated structure at a distorted geometry (wB97M-V/def2-TZVPD).

## Properties
- Frontier orbital gap: 1.6 eV
- Molecular weight: 832.5 g mol⁻¹
- E_HOMO: -11.71 eV

ORCA input file:
```
! RIJCOSX wB97M-V def2-TZVPD def2/J DEFGRID3
* xyz 2 1
I 4.307 -0.937 2.239
Br 2.484 1.298 2.893
Br -0.216 7.086 -1.427
Cl 4.284 -3.971 -1.318
S 1.629 4.925 -0.514
Al 0.684 9.376 -0.102
F -1.226 -2.099 -2.114
F 1.949 3.157 -2.550
F -5.316 0.000 0.095
F 0.006 3.012 -1.555
F 0.412 4.667 -2.927
O 0.855 -1.522 1.254
O 2.189 3.958 0.440
O -2.827 3.981 -2.323
O -0.933 0.241 -1.632
O -1.036 -2.697 2.331
O 2.719 -5.054 2.298
O 2.644 5.812 -1.099
O 3.169 -5.588 4.387
O 0.466 5.650 0.016
N 0.899 -3.802 0.178
N 2.517 -5.687 3.341
C -3.911 3.493 -1.537
C -1.252 -0.984 -1.132
C 0.977 3.904 -1.936
C 2.710 -2.096 -0.329
C 3.585 -0.803 0.169
C -4.567 2.325 -2.255
C 1.388 -6.655 3.343
C -1.675 -1.089 0.449
C -0.570 -1.840 1.412
C -3.395 3.083 -0.167
C 2.851 0.652 -0.027
C 1.658 -2.676 0.835
Be -3.816 -1.771 -0.638
Be -2.616 -4.173 -0.250
H -3.851 1.511 -2.414
H -4.209 2.717 0.468
H -2.689 -1.702 0.569
H -1.849 0.015 0.837
H 0.905 -6.637 2.363
H 0.689 -6.345 4.123
H -2.915 3.931 0.333
H 4.557 -0.774 -0.523
H 2.834 1.178 1.044
H -5.416 1.936 -1.683
H -2.638 2.296 -0.252
H 3.413 -2.936 -0.762
H 0.325 -3.501 -0.638
H 2.037 -1.731 -1.241
H -4.632 4.311 -1.429
H 1.700 0.518 -0.315
H 2.249 -3.162 1.750
H 3.392 1.349 -0.812
H -4.923 2.631 -3.244
H 1.802 -7.644 3.550
H -2.182 3.262 -2.424
H 0.375 -4.401 0.851
*
```

Atomic partial charges in e from the natural (NBO) method, atoms 1 to 5:
1 I 0.628
2 Br -0.154
3 Br 0.259
4 Cl -0.302
5 S 2.264